{
  "formula": "C32H50BrN5NiO3SeSi4Te",
  "method": "ωB97M-V/def2-TZVPD",
  "elements": ["Ni", "Br", "C", "C", "C", "C", "C", "N", "C", "O", "O", "H", "H", "H", "C", "C", "N", "C", "C", "C", "O", "C", "C", "C", "C", "N", "C", "H", "H", "H", "H", "H", "H", "H", "H", "H", "H", "H", "H", "H", "H", "N", "C", "N", "C", "C", "C", "C", "C", "C", "H", "H", "H", "H", "H", "H", "C", "Si", "C", "C", "Si", "Te", "Si", "C", "C", "C", "Si", "C", "C", "C", "H", "H", "H", "H", "H", "H", "H", "H", "H", "H", "H", "H", "H", "H", "H", "H", "H", "H", "H", "H", "H", "H", "H", "H", "H", "H", "H", "Se"],
  "positions_angstrom": [[0.93, -0.59, 1.84], [-1.99, -1.27, 4.08], [-0.34, -0.84, 4.89], [-0.31, -0.53, 6.24], [0.94, -0.28, 6.81], [2.08, -0.37, 6.03], [1.94, -0.67, 4.68], [0.73, -0.85, 4.13], [3.16, -0.86, 3.77], [4.25, -0.98, 4.35], [2.91, -0.90, 2.53], [-1.22, -0.51, 6.81], [1.02, -0.03, 7.86], [3.08, -0.24, 6.42], [-3.27, 5.39, 4.36], [-3.04, 5.36, 2.86], [-1.98, 4.43, 2.48], [-2.39, 3.24, 1.75], [-3.22, 2.29, 2.60], [-0.71, 4.90, 2.58], [-0.47, 6.04, 2.96], [0.41, 3.96, 2.24], [1.43, 4.38, 1.39], [2.47, 3.52, 1.11], [2.47, 2.27, 1.72], [1.51, 1.86, 2.55], [0.51, 2.69, 2.80], [-4.06, 6.11, 4.62], [-2.36, 5.69, 4.88], [-3.57, 4.41, 4.73], [-2.77, 6.36, 2.51], [-3.95, 5.05, 2.34], [-1.52, 2.70, 1.37], [-2.97, 3.57, 0.88], [-2.68, 1.99, 3.50], [-3.40, 1.37, 2.03], [-4.18, 2.72, 2.89], [1.38, 5.37, 0.94], [3.26, 3.79, 0.43], [3.25, 1.54, 1.51], [-0.26, 2.32, 3.47], [1.27, -5.33, 2.23], [1.47, -3.98, 2.46], [0.54, -3.24, 1.94], [-0.33, -4.11, 1.32], [-1.47, -3.81, 0.59], [-2.16, -4.88, 0.04], [-1.73, -6.20, 0.23], [-0.59, -6.51, 0.95], [0.11, -5.43, 1.49], [1.89, -6.07, 2.51], [2.34, -3.61, 2.97], [-1.74, -2.77, 0.45], [-3.05, -4.69, -0.55], [-2.30, -7.01, -0.23], [-0.25, -7.53, 1.06], [-1.87, -1.25, -5.16], [-1.31, -1.72, -3.40], [-0.99, -3.59, -3.41], [-2.79, -1.38, -2.28], [0.67, -0.58, -2.83], [1.70, -0.84, -0.51], [2.35, -1.43, -4.22], [3.88, -0.31, -4.12], [1.90, -1.58, -6.06], [2.88, -3.16, -3.65], [0.41, 1.71, -3.33], [1.83, 2.70, -2.57], [0.41, 2.09, -5.20], [-1.21, 2.36, -2.61], [-2.75, -1.84, -5.44], [-1.09, -1.42, -5.90], [-2.15, -0.19, -5.21], [-1.92, -4.14, -3.60], [-0.60, -3.91, -2.44], [-0.26, -3.86, -4.17], [-3.60, -2.08, -2.53], [-3.15, -0.36, -2.40], [-2.51, -1.48, -1.23], [3.68, 0.66, -4.58], [4.73, -0.77, -4.63], [4.15, -0.14, -3.08], [1.59, -0.62, -6.47], [1.08, -2.28, -6.20], [2.76, -1.94, -6.63], [3.17, -3.14, -2.60], [3.73, -3.51, -4.25], [2.07, -3.88, -3.75], [2.77, 2.53, -3.11], [1.99, 2.37, -1.54], [1.60, 3.76, -2.58], [1.37, 1.81, -5.65], [0.26, 3.16, -5.36], [-0.38, 1.55, -5.73], [-1.27, 2.05, -1.56], [-2.07, 1.94, -3.13], [-1.25, 3.45, -2.68], [-0.85, 0.02, 0.40]],
  "homo_ev": 0.4,
  "charge": -2,
  "orbital_gap_ev": 3.79
}

***

{
  "formula": "C32H50ClF2N3O8PS",
  "method": "ωB97M-V/def2-TZVPD",
  "elements": ["C", "C", "C", "N", "C", "C", "C", "C", "C", "C", "C", "C", "C", "C", "C", "O", "N", "C", "O", "F", "N", "C", "C", "O", "F", "C", "C", "C", "O", "C", "O", "C", "C", "C", "S", "P", "O", "Cl", "H", "H", "H", "H", "H", "H", "H", "H", "H", "H", "H", "H", "H", "H", "H", "H", "H", "H", "H", "H", "H", "H", "H", "H", "H", "H", "H", "H", "H", "H", "H", "H", "H", "H", "C", "C", "C", "O", "C", "H", "H", "H", "H", "H", "H", "H", "H", "C", "C", "C", "O", "C", "H", "H", "H", "H", "H", "H", "H", "H"],
  "positions_angstrom": [[-0.10, -3.65, 3.30], [-1.21, -2.59, 3.12], [-0.60, -1.22, 2.79], [-0.20, -1.14, 1.34], [1.16, -0.56, 1.21], [1.67, -0.58, -0.24], [3.08, 0.09, -0.21], [4.06, -0.46, -1.22], [4.00, -0.18, -2.59], [4.90, -0.77, -3.45], [5.88, -1.66, -3.02], [6.83, -2.35, -3.96], [5.95, -1.93, -1.65], [5.05, -1.34, -0.78], [1.98, -2.09, -0.51], [2.23, -2.83, 0.41], [1.92, -2.56, -1.85], [1.82, -3.96, -1.88], [0.87, -4.59, -1.55], [2.93, -4.54, -2.33], [0.73, -0.05, -1.21], [0.94, 1.29, -1.74], [0.35, 1.45, -3.13], [0.80, 1.02, -4.14], [-0.79, 2.17, -3.14], [-0.67, -0.42, -1.05], [-1.03, -1.75, -1.75], [-0.66, -1.70, -3.23], [-1.12, -2.87, -3.90], [-0.19, -3.83, -4.12], [0.97, -3.59, -4.32], [-0.74, -5.24, -4.13], [-2.16, -5.36, -3.56], [-1.15, -0.41, 0.43], [-1.27, 1.39, 0.83], [-2.92, -1.17, 0.53], [-3.56, -0.35, -0.72], [-3.79, -0.22, 2.14], [-0.50, -4.53, 3.80], [0.27, -4.01, 2.33], [0.76, -3.26, 3.85], [-1.84, -2.94, 2.30], [-1.82, -2.52, 4.02], [-1.23, -0.39, 3.08], [0.31, -1.13, 3.38], [-0.14, -2.11, 1.01], [1.85, -1.10, 1.86], [1.17, 0.47, 1.55], [3.01, 1.18, -0.29], [3.50, -0.10, 0.78], [3.25, 0.49, -2.98], [4.82, -0.56, -4.51], [6.97, -1.78, -4.88], [6.41, -3.32, -4.23], [7.77, -2.54, -3.46], [6.70, -2.60, -1.25], [5.10, -1.57, 0.28], [2.76, -2.29, -2.37], [1.98, 1.57, -1.86], [0.48, 2.06, -1.11], [-1.33, 0.32, -1.51], [-0.58, -2.63, -1.26], [-2.11, -1.91, -1.73], [-1.22, -0.86, -3.66], [0.39, -1.49, -3.40], [-0.76, -5.54, -5.18], [-0.04, -5.88, -3.61], [-2.50, -6.39, -3.54], [-2.85, -4.80, -4.19], [-2.21, -4.91, -2.57], [-1.69, 1.39, 2.10], [-4.26, 0.26, -0.43], [0.48, 6.53, 1.54], [-0.33, 6.67, 0.25], [-0.76, 5.23, -0.01], [-0.90, 4.62, 1.28], [-0.32, 5.47, 2.28], [0.57, 7.45, 2.10], [1.48, 6.16, 1.31], [-1.20, 7.30, 0.42], [0.24, 7.09, -0.58], [0.00, 4.69, -0.58], [-1.71, 5.16, -0.54], [-1.13, 5.91, 2.87], [0.30, 4.86, 2.95], [-6.06, 3.32, 4.70], [-4.76, 2.74, 4.14], [-3.74, 3.77, 4.60], [-4.22, 4.30, 5.83], [-5.58, 3.89, 6.03], [-6.85, 2.58, 4.82], [-6.42, 4.11, 4.05], [-4.55, 1.77, 4.61], [-4.77, 2.60, 3.06], [-3.65, 4.58, 3.88], [-2.74, 3.34, 4.77], [-5.61, 3.14, 6.82], [-6.17, 4.75, 6.35]],
  "homo_ev": -11.3,
  "charge": 1,
  "orbital_gap_ev": 9.04
}

***

{
  "formula": "C32H50ClO2PY",
  "method": "ωB97M-V/def2-TZVPD",
  "elements": ["Y", "Cl", "P", "C", "H", "H", "C", "C", "C", "H", "C", "H", "H", "C", "H", "H", "C", "H", "H", "C", "H", "H", "H", "H", "C", "C", "H", "C", "H", "H", "C", "H", "H", "C", "H", "H", "C", "H", "H", "H", "H", "C", "H", "C", "H", "H", "C", "H", "H", "C", "H", "H", "C", "H", "H", "H", "H", "C", "C", "H", "C", "H", "C", "H", "H", "C", "H", "H", "C", "H", "H", "H", "H", "O", "C", "O", "C", "C", "C", "C", "C", "C", "H", "H", "H", "H", "H"],
  "positions_angstrom": [[0.42, -0.55, 1.55], [2.54, -0.41, 2.93], [0.32, 0.35, -1.13], [-1.69, 0.51, 1.79], [-2.62, 0.05, 2.13], [-1.77, 1.60, 1.74], [2.17, 0.60, -1.37], [-0.51, 2.00, -1.28], [2.66, 0.67, -2.82], [2.38, 1.58, -0.90], [4.15, 1.01, -2.87], [2.49, -0.30, -3.31], [2.10, 1.42, -3.40], [5.01, 0.04, -2.03], [4.50, 1.00, -3.91], [4.29, 2.03, -2.49], [4.46, -0.17, -0.61], [5.05, -0.93, -2.54], [6.04, 0.42, -1.97], [2.95, -0.48, -0.60], [5.00, -0.98, -0.12], [4.62, 0.74, -0.02], [2.76, -1.47, -1.05], [2.65, -0.51, 0.47], [-0.33, -0.70, -2.54], [-2.03, 1.85, -1.47], [-0.35, 2.44, -0.28], [-2.73, 3.21, -1.44], [-2.25, 1.35, -2.43], [-2.44, 1.21, -0.68], [-2.10, 4.24, -2.39], [-3.79, 3.08, -1.70], [-2.70, 3.60, -0.41], [-0.58, 4.33, -2.27], [-2.36, 3.96, -3.42], [-2.54, 5.23, -2.21], [0.12, 2.96, -2.30], [-0.18, 4.95, -3.09], [-0.31, 4.83, -1.34], [0.05, 2.54, -3.32], [1.19, 3.09, -2.09], [0.39, -2.06, -2.62], [-1.38, -0.91, -2.24], [-0.35, -3.01, -3.57], [1.43, -1.93, -2.95], [0.44, -2.52, -1.62], [-0.57, -2.40, -4.96], [0.23, -3.94, -3.67], [-1.32, -3.27, -3.13], [-1.15, -0.98, -4.92], [0.39, -2.37, -5.50], [-1.24, -3.05, -5.55], [-0.40, -0.06, -3.94], [-1.14, -0.54, -5.92], [-2.20, -1.03, -4.60], [0.61, 0.12, -4.32], [-0.91, 0.91, -3.90], [0.29, -2.94, 0.99], [-1.01, -2.50, 0.82], [1.06, -2.79, 0.21], [-2.14, -3.01, 1.66], [-1.30, -1.90, -0.05], [-1.70, -3.61, 3.00], [-2.88, -2.21, 1.84], [-2.68, -3.80, 1.10], [-0.45, -4.47, 2.90], [-1.51, -2.79, 3.72], [-2.52, -4.21, 3.42], [0.72, -3.81, 2.15], [-0.12, -4.77, 3.90], [-0.71, -5.39, 2.36], [1.35, -3.23, 2.86], [1.39, -4.60, 1.77], [-0.70, -1.23, 4.84], [-0.84, -0.05, 4.55], [-0.63, 0.42, 3.30], [-1.18, 1.00, 5.54], [-1.74, 2.24, 5.18], [-1.89, 3.23, 6.15], [-1.47, 2.97, 7.47], [-0.95, 1.72, 7.83], [-0.81, 0.73, 6.86], [-2.07, 2.42, 4.16], [-2.32, 4.19, 5.89], [-1.57, 3.75, 8.22], [-0.64, 1.52, 8.85], [-0.44, -0.26, 7.11]],
  "homo_ev": [-1.8, -0.8],
  "charge": -1,
  "orbital_gap_ev": [4.08, 3.08]
}

***

{
  "formula": "C32H50GaN4Si",
  "method": "ωB97M-V/def2-TZVPD",
  "elements": ["C", "Si", "C", "C", "C", "C", "C", "C", "C", "C", "C", "Ga", "C", "C", "C", "C", "C", "C", "H", "H", "H", "H", "H", "H", "H", "H", "H", "H", "H", "H", "H", "H", "H", "H", "H", "H", "H", "H", "H", "H", "H", "H", "H", "H", "H", "H", "H", "H", "N", "C", "C", "C", "C", "H", "H", "H", "H", "H", "N", "C", "C", "C", "C", "H", "H", "H", "H", "H", "N", "C", "C", "C", "C", "H", "H", "H", "H", "H", "N", "C", "C", "C", "C", "H", "H", "H", "H", "H"],
  "positions_angstrom": [[-4.99, 3.45, -3.63], [-3.81, 2.12, -2.80], [-4.77, 1.55, -1.18], [-2.20, 3.11, -2.31], [-1.03, 2.09, -1.79], [0.15, 2.78, -0.88], [1.06, 1.52, -0.27], [0.33, 0.81, 1.03], [1.23, -0.39, 1.71], [0.35, -1.75, 2.09], [1.22, -2.60, 3.23], [1.09, -4.65, 3.01], [-3.49, 0.64, -3.99], [-4.56, 0.38, -5.25], [-4.35, -0.89, -6.31], [-3.08, -1.96, -6.22], [-2.03, -1.72, -4.95], [-2.26, -0.45, -3.88], [-5.74, 3.92, -2.86], [-4.24, 4.24, -4.10], [-5.61, 3.01, -4.52], [-5.01, 2.56, -0.60], [-4.12, 0.86, -0.50], [-5.79, 1.02, -1.47], [-1.83, 3.74, -3.26], [-2.48, 3.93, -1.49], [-1.51, 1.16, -1.23], [-0.51, 1.64, -2.76], [0.89, 3.38, -1.60], [-0.25, 3.45, -0.01], [1.05, 0.69, -1.13], [2.18, 1.81, -0.10], [0.06, 1.68, 1.78], [-0.69, 0.32, 0.70], [1.61, 0.03, 2.75], [2.17, -0.68, 1.03], [-0.72, -1.50, 2.51], [0.21, -2.48, 1.17], [0.85, -2.28, 4.30], [2.37, -2.30, 3.17], [-0.35, -5.25, 3.47], [2.23, -5.34, 3.92], [1.37, -5.12, 1.48], [-5.51, 1.04, -5.44], [-5.13, -1.07, -7.19], [-2.96, -2.84, -7.01], [-1.13, -2.47, -4.83], [-1.47, -0.38, -3.02], [-0.15, -5.39, -3.74], [-1.07, -5.66, -4.73], [-0.39, -6.05, -5.85], [0.99, -6.03, -5.54], [1.11, -5.62, -4.23], [-0.37, -5.08, -2.81], [-2.13, -5.54, -4.54], [-0.83, -6.33, -6.80], [1.81, -6.29, -6.20], [1.98, -5.47, -3.60], [3.93, -1.29, 8.20], [4.26, -2.40, 7.47], [3.92, -2.16, 6.16], [3.38, -0.85, 6.09], [3.40, -0.33, 7.37], [4.06, -1.18, 9.20], [4.70, -3.27, 7.95], [4.05, -2.85, 5.34], [3.02, -0.34, 5.21], [3.09, 0.63, 7.76], [-5.60, 9.17, -5.10], [-6.51, 8.16, -4.91], [-5.84, 6.96, -4.99], [-4.47, 7.25, -5.23], [-4.35, 8.62, -5.29], [-5.81, 10.16, -5.10], [-7.55, 8.38, -4.74], [-6.28, 5.98, -4.89], [-3.66, 6.54, -5.35], [-3.49, 9.26, -5.45], [7.53, -1.77, 8.42], [8.42, -2.58, 7.77], [9.60, -2.57, 8.47], [9.41, -1.74, 9.60], [8.12, -1.26, 9.55], [6.58, -1.58, 8.13], [8.14, -3.08, 6.85], [10.50, -3.11, 8.21], [10.14, -1.51, 10.37], [7.58, -0.60, 10.21]],
  "homo_ev": -4.7,
  "charge": -1,
  "orbital_gap_ev": 6.24
}

***

{
  "formula": "C32H50IrN11O2S3",
  "method": "ωB97M-V/def2-TZVPD",
  "elements": ["Ir", "N", "C", "C", "C", "C", "N", "C", "N", "N", "C", "O", "O", "H", "H", "H", "H", "H", "H", "H", "H", "H", "H", "H", "H", "H", "H", "S", "C", "N", "C", "C", "C", "C", "C", "C", "C", "C", "C", "C", "H", "H", "H", "H", "H", "H", "H", "H", "H", "H", "H", "H", "S", "C", "N", "C", "C", "C", "C", "C", "C", "H", "H", "H", "H", "H", "C", "C", "C", "C", "N", "N", "H", "H", "H", "H", "H", "H", "H", "H", "H", "H", "H", "H", "C", "C", "C", "N", "N", "C", "N", "S", "H", "H", "H", "H", "H", "H", "H"],
  "positions_angstrom": [[0.88, -0.23, -0.29], [1.26, -0.23, 1.87], [0.40, 0.27, 2.98], [0.88, -0.36, 4.32], [-0.12, -1.26, 5.07], [-0.98, -0.56, 6.12], [-1.66, 0.61, 5.58], [-2.92, 0.71, 5.23], [-3.84, -0.22, 5.55], [-3.29, 1.80, 4.55], [0.33, 1.84, 2.99], [-0.12, 2.37, 4.05], [0.77, 2.45, 2.02], [1.38, -1.23, 2.04], [2.19, 0.17, 1.97], [-0.60, -0.11, 2.75], [1.26, 0.42, 4.98], [1.74, -0.98, 4.08], [0.45, -2.02, 5.61], [-0.75, -1.81, 4.36], [-0.33, -0.21, 6.93], [-1.69, -1.24, 6.58], [-1.04, 1.32, 5.10], [-3.62, -0.93, 6.22], [-4.82, 0.01, 5.46], [-2.56, 2.39, 4.18], [-4.22, 1.88, 4.19], [5.38, 1.17, -0.30], [3.93, 0.49, -0.31], [2.88, -0.04, -0.35], [0.11, -3.44, -2.05], [1.41, -3.07, -1.27], [1.86, -4.36, -0.54], [0.90, -2.11, -0.25], [2.53, -2.54, -2.17], [3.82, -2.60, -1.74], [4.91, -2.23, -2.55], [4.69, -1.92, -3.91], [3.42, -1.83, -4.40], [2.24, -1.85, -3.48], [-0.63, -3.87, -1.37], [0.38, -4.21, -2.78], [-0.32, -2.59, -2.56], [1.01, -4.80, -0.01], [2.65, -4.18, 0.18], [2.23, -5.08, -1.27], [0.44, -2.64, 0.60], [4.04, -2.98, -0.75], [5.91, -2.26, -2.15], [5.53, -1.80, -4.58], [3.25, -1.63, -5.44], [1.37, -2.28, -3.99], [1.51, 0.66, -4.64], [1.85, -0.36, -3.14], [0.66, -0.30, -2.33], [-0.47, -0.08, -3.10], [-1.80, -0.38, -2.79], [-2.82, -0.03, -3.68], [-2.55, 0.58, -4.89], [-1.22, 0.80, -5.25], [-0.21, 0.47, -4.37], [2.71, 0.09, -2.66], [-2.05, -0.92, -1.89], [-3.85, -0.27, -3.41], [-3.35, 0.84, -5.57], [-0.98, 1.23, -6.21], [-0.34, 4.49, -3.05], [0.57, 4.11, -1.89], [2.03, 4.24, -2.30], [0.27, 4.97, -0.66], [0.21, 2.70, -1.57], [1.16, 2.00, -0.77], [-0.24, 5.55, -3.28], [-1.38, 4.29, -2.82], [-0.07, 3.92, -3.95], [2.21, 5.24, -2.70], [2.29, 3.52, -3.08], [2.72, 4.11, -1.46], [0.66, 5.98, -0.80], [0.71, 4.56, 0.24], [-0.81, 5.05, -0.50], [0.14, 2.18, -2.44], [1.20, 2.44, 0.16], [2.08, 2.06, -1.21], [-3.80, -2.66, 3.02], [-3.57, -2.75, 1.52], [-2.86, -1.55, 0.98], [-1.64, -1.54, 0.60], [-1.18, -0.31, 0.18], [-2.11, 0.64, 0.24], [-1.99, 1.89, -0.14], [-3.61, 0.02, 0.86], [-4.28, -3.57, 3.39], [-4.45, -1.82, 3.27], [-2.86, -2.53, 3.56], [-4.52, -2.87, 0.99], [-2.95, -3.61, 1.27], [-1.15, 2.25, -0.67], [-2.80, 2.48, -0.08]],
  "homo_ev": [-8.5, -9.1],
  "multiplicity": 2,
  "charge": 1,
  "orbital_gap_ev": [5.38, 5.97]
}